[1]
{"formula": "C3H7FS", "method": "ωB97M-V with the def2-TZVPD basis set", "symbols": ["C", "H", "C", "H", "H", "C", "S", "H", "H", "H", "H", "F"], "positions_angstrom": [[-0.19634, 0.91914, -0.54099], [1.12695, 0.82235, -2.27588], [-0.22861, -0.70862, 1.62391], [0.82042, -0.81065, 1.98693], [-0.73077, -1.50915, 0.86705], [0.74071, 0.10772, -1.54184], [-1.90620, 1.18744, -0.77522], [1.66287, -0.22043, -1.06276], [-2.01417, 0.08937, -1.49795], [-0.82386, -0.28645, 2.43030], [0.17712, -0.71247, -2.11777], [0.44040, 2.09675, -0.16742]], "forces_ev_per_angstrom": [[2.2805, -0.7507, 0.1307], [-0.4077, 0.1218, -0.1844], [-0.1712, -1.3677, -1.6192], [-0.7715, -0.2355, -0.9296], [1.4749, 2.0524, 2.2221], [-1.7434, 0.5690, -0.0286], [0.1926, 0.3402, -0.0502], [-0.4464, -0.4625, 0.3775], [-0.2837, -0.4400, -0.3163], [-0.4371, 0.0454, -0.5447], [0.9464, 1.1187, 1.1882], [-0.6334, -0.9910, -0.2455]], "nbo_charge": [0.25, 0.22, -0.58, 0.18, 0.19, -0.70, 0.05, 0.24, 0.12, 0.17, 0.22, -0.37], "orbital_gap_ev": [8.94, 8.05], "largest_force_ev_per_a": 3.37, "total_energy_ha": -616.3952, "spin_multiplicity": 1, "relative_energy_ev": 4.0150}

***

[2]
{"formula": "C2H4N2", "method": "ωB97M-V with the def2-TZVPD basis set", "symbols": ["N", "C", "H", "H", "N", "C", "H", "H"], "positions_angstrom": [[0.24819, -3.03341, 1.33918], [-0.36130, -1.16772, -0.10952], [-1.40171, -1.15156, -0.56391], [1.11194, 0.00462, 0.60908], [-0.13132, -2.12651, 0.74239], [0.19097, 0.23124, 0.17720], [0.20899, 0.97881, -0.54677], [-0.26493, 0.83644, 0.99348]], "forces_ev_per_angstrom": [[-1.0324, 1.8886, -0.8732], [-2.7493, 1.8883, -0.5265], [1.4311, -0.6960, 0.5193], [2.2229, 0.3301, 0.2184], [1.3557, -1.7739, 0.3858], [-1.0278, -1.0963, 2.4513], [0.4002, 0.3741, -2.1262], [-0.6004, -0.9148, -0.0489]], "nbo_charge": [-0.02, -0.25, 0.22, 0.21, 0.04, -0.63, 0.23, 0.20], "orbital_gap_ev": 9.14, "largest_force_ev_per_a": 3.38, "total_energy_ha": -188.0262, "spin_multiplicity": 1, "relative_energy_ev": 2.5071}

***

[3]
{"formula": "C7H8S2", "method": "ωB97M-V with the def2-TZVPD basis set", "symbols": ["C", "H", "C", "H", "C", "C", "H", "C", "H", "H", "C", "H", "S", "H", "S", "C", "H"], "positions_angstrom": [[1.16547, 1.41492, 0.07569], [2.87447, 0.68305, -0.68535], [1.92533, 0.87600, -0.89322], [-0.87114, 0.72926, -2.73176], [1.12147, 0.73293, -2.15110], [-0.76634, -1.67450, 1.97902], [-0.98149, -2.76411, 1.81696], [-1.00094, -0.85047, 0.78848], [1.44725, 1.81206, 1.00160], [1.40995, 0.36104, -3.12385], [-1.26666, 0.55252, 0.98037], [0.26357, -1.69249, 2.13811], [-0.50946, 1.72139, -0.41119], [-1.42420, -1.25748, 2.89217], [-2.65062, -0.36897, 0.39427], [-0.18989, 1.03706, -1.95537], [-0.54677, -1.31220, -0.11485]], "forces_ev_per_angstrom": [[-0.8405, 0.2375, -1.3991], [4.0910, -0.9670, 0.1866], [-5.0547, 1.5024, -1.5359], [-0.6662, 0.6039, 0.2754], [-0.1183, -0.2421, 1.5353], [-2.6991, -0.8289, 2.1935], [-0.3994, 0.9649, 0.0340], [0.7072, -1.9444, -1.8261], [0.4005, 0.0721, 1.2929], [0.5032, -0.2026, 0.2288], [0.2321, 1.6918, 0.4576], [1.8621, 0.3906, 0.9919], [0.5338, -0.5882, 0.3705], [1.8058, -1.0567, -1.9022], [-1.9623, 0.1683, -0.3245], [1.3862, -0.6252, -1.0452], [0.2186, 0.8235, 0.4665]], "nbo_charge": [-0.33, 0.22, -0.22, 0.25, -0.20, -0.61, 0.21, -0.43, 0.24, 0.23, -0.41, 0.21, 0.75, 0.23, 0.09, -0.45, 0.22], "orbital_gap_ev": 7.16, "largest_force_ev_per_a": 5.49, "total_energy_ha": -1067.7205, "spin_multiplicity": 1, "relative_energy_ev": 5.2291}

***

[4]
{"formula": "C25H29ClInN2O6", "method": "ωB97M-V with the def2-TZVPD basis set", "symbols": ["H", "H", "H", "C", "C", "H", "H", "N", "H", "C", "C", "C", "O", "H", "H", "H", "O", "H", "C", "H", "H", "H", "H", "H", "O", "H", "Cl", "H", "H", "C", "C", "H", "C", "H", "H", "H", "C", "C", "H", "C", "C", "C", "In", "O", "H", "H", "C", "H", "O", "C", "C", "N", "C", "O", "C", "C", "C", "H", "H", "C", "C", "H", "C", "C"], "positions_angstrom": [[-1.76543, 1.64918, -3.18036], [1.96114, 2.99208, 1.70343], [-0.66825, -0.42278, 3.85073], [2.35980, -1.20467, -1.92533], [-0.11841, 3.08862, 0.27017], [1.61935, 1.40507, 2.45499], [-1.59828, -3.54698, -1.57792], [-2.27596, -0.91401, 1.75588], [-4.38273, -0.24253, 4.27176], [-3.03061, -0.24592, 2.59208], [1.65668, 1.95909, 1.52113], [2.38069, 0.92237, -2.99228], [-1.40484, 0.35710, -1.04013], [3.58137, 1.16516, 1.07466], [-0.68425, -4.91151, 0.36684], [-3.05264, 0.83117, 2.46942], [0.30723, 1.93867, 1.02078], [-1.05406, -3.17801, -3.90950], [-1.91213, -5.03984, 2.14889], [-0.08574, -2.08115, 3.61108], [-4.20308, -2.70023, 4.59591], [-1.68359, 0.73232, -5.47600], [-0.07700, 3.96061, 0.92969], [-1.15757, 2.88503, 0.01521], [2.10660, 0.01580, 0.18905], [2.72395, 0.76897, -4.02220], [-1.23468, -1.89859, -6.44584], [3.26527, 1.06145, -2.36315], [-1.77282, -6.10651, 2.24963], [1.50172, 2.15750, -2.90324], [-2.86792, -2.96231, 2.91647], [-3.19692, -4.88719, 3.83972], [-2.69847, -4.36486, 3.03497], [0.13771, 4.08117, -1.59345], [0.75059, 2.16716, -3.69765], [1.66638, 3.80650, -0.74660], [-1.22458, -2.54224, -1.35811], [3.00375, -0.75456, -0.61906], [0.98798, -0.84754, 4.26552], [-3.67232, -2.20152, 3.79584], [-1.29971, -1.27808, -4.82876], [-1.35692, -0.21164, -2.22109], [-0.28105, -0.23961, 0.55269], [1.62124, -0.19014, -2.55309], [3.89976, -0.15997, -0.80772], [2.12777, 3.05099, -3.01098], [0.19212, -1.02264, 3.53512], [3.15094, -1.59762, -2.57794], [0.85718, 2.12964, -1.64290], [-3.77278, -0.85264, 3.62331], [-1.16870, -2.11309, -3.75478], [-0.94990, -2.23543, -0.13873], [-1.18238, -1.60205, -2.44204], [0.67505, -0.69332, 2.26240], [0.69248, 3.35469, -0.98547], [-1.57692, 0.59907, -3.35083], [-1.44503, -3.01566, 0.93525], [3.30984, -1.63189, -0.04123], [1.65303, -2.01757, -1.74631], [2.62128, 1.29188, 0.56132], [-1.28620, -4.36150, 1.07769], [2.77623, 1.88649, -0.34153], [-2.21056, -2.27508, 1.88377], [-1.53004, 0.08794, -4.62143]], "forces_ev_per_angstrom": [[-0.0050, 0.0519, 0.0097], [-0.0013, -0.0230, -0.0028], [-0.0444, 0.0221, 0.0215], [0.0285, -0.0065, 0.0437], [-0.1240, 0.1114, 0.0415], [0.0535, 0.0177, -0.0266], [-0.0214, 0.0532, 0.0139], [0.0720, -0.1424, -0.0645], [-0.0232, 0.0256, 0.0153], [-0.0365, 0.0898, 0.0496], [-0.0203, 0.0031, 0.0156], [-0.0562, -0.0212, -0.0186], [0.1188, 0.2553, 0.1315], [-0.0776, -0.0049, 0.0141], [0.0226, -0.0183, -0.0253], [-0.0047, 0.0051, 0.0104], [-0.0046, -0.0057, -0.1737], [0.0023, -0.0351, -0.0133], [0.0095, 0.0386, -0.0379], [-0.0234, 0.0068, 0.0137], [-0.0103, -0.0244, 0.0286], [0.0039, 0.0197, -0.0337], [-0.0221, -0.0181, -0.0333], [0.0624, -0.0296, -0.0486], [-0.1884, -0.0020, -0.3913], [-0.0124, 0.0298, 0.0337], [-0.0018, -0.0079, 0.0092], [-0.0360, 0.0176, -0.0426], [0.0059, -0.0282, -0.0002], [0.0401, 0.0337, -0.0131], [-0.0186, -0.0572, 0.0563], [-0.0215, -0.0134, 0.0327], [0.0077, 0.0466, -0.0244], [0.0122, 0.0089, 0.0298], [0.0007, -0.0314, 0.0104], [-0.0049, -0.0149, 0.0012], [-0.0022, 0.0251, -0.0639], [0.1051, -0.1077, 0.1765], [0.0003, -0.0048, 0.0137], [-0.0005, 0.0036, -0.0183], [0.0007, -0.0083, 0.0128], [0.0245, 0.0238, -0.1258], [-0.0040, -0.0856, 0.4913], [-0.0132, 0.0827, -0.1660], [-0.0419, -0.0090, 0.0204], [-0.0077, -0.0192, -0.0110], [0.0309, -0.0661, 0.0459], [0.0005, -0.0344, 0.0415], [-0.0485, -0.0130, -0.0091], [0.0338, -0.0067, -0.0460], [-0.0023, 0.0417, -0.0457], [0.0451, -0.1025, 0.0664], [0.0262, -0.0914, -0.0246], [0.0067, -0.0103, -0.0575], [-0.0069, 0.0108, -0.0389], [0.0317, -0.0462, -0.0250], [-0.0025, 0.0822, -0.0091], [0.0101, 0.0197, -0.0632], [-0.0297, 0.0324, 0.0326], [0.1280, 0.0231, 0.0477], [-0.0306, -0.0414, 0.0556], [0.0209, -0.0155, 0.1245], [0.0518, -0.0035, -0.0434], [-0.0076, -0.0324, -0.0136]], "lowdin_charge": [0.13, 0.15, 0.07, -0.16, -0.12, 0.13, 0.15, 0.07, 0.12, -0.10, -0.12, -0.15, -0.11, 0.15, 0.12, 0.13, -0.20, 0.12, -0.04, 0.08, 0.13, 0.11, 0.14, 0.13, -0.19, 0.14, 0.68, 0.12, 0.12, -0.15, -0.14, 0.12, -0.01, 0.15, 0.12, 0.13, -0.03, -0.13, 0.09, 0.02, -0.66, -0.33, 0.99, -0.13, 0.13, 0.14, -0.20, 0.14, -0.17, -0.02, -0.05, 0.04, -0.15, -0.33, -0.18, 0.00, -0.20, 0.15, 0.12, -0.14, 0.01, 0.12, -0.17, -0.07], "orbital_gap_ev": 7.50, "total_charge": 1, "largest_force_ev_per_a": 0.50, "total_energy_ha": -2181.1015, "spin_multiplicity": 1, "relative_energy_ev": 0.5759}